1.
# C20H30N2O5

A structure of composition C20H30N2O5 in a non-equilibrium geometry (ωB97M-V with the def2-TZVPD basis set, the Open Molecules 2025 dataset).

Summary:
maximum force	17.68	eV/Å
ΔE to the lowest compared entry with this formula, charge and spin	22.108	eV
Kohn-Sham gap	0.280	Ha
highest occupied orbital energy	-7.1	eV

XYZ file:
```
57
Properties=species:S:1:pos:R:3:nbo_charge:R:1
C -5.258 -3.081 0.140 -0.2224
H -6.202 -3.352 0.199 0.1908
O -5.086 -1.595 0.174 -0.4534
C -3.983 -1.102 0.034 0.3117
C -2.824 -1.898 -0.370 -0.3549
C -1.732 -1.073 -0.316 -0.1489
C -1.798 0.266 -0.066 -0.2934
C -2.908 1.084 -0.046 0.2259
C -4.129 0.358 0.122 0.2892
O -5.273 0.770 0.503 -0.5363
C -5.676 2.382 0.372 -0.1456
H -6.803 2.341 0.370 0.2095
H -5.108 2.619 0.998 0.1557
H -5.319 2.633 -0.603 0.1894
O -2.954 2.405 0.131 -0.5027
C -1.835 3.140 0.232 -0.2513
H -1.308 2.906 -0.846 0.1494
H -2.097 4.154 0.349 0.1942
H -0.909 2.997 0.787 0.1958
H -0.815 0.978 -0.250 0.2028
C -0.431 -1.638 -0.825 0.6921
O 0.305 -0.984 -1.310 -0.5932
N -0.208 -2.730 -0.109 -0.6559
H -0.991 -3.101 0.637 0.4309
C 0.807 -3.678 -0.697 -0.2315
H 0.973 -4.463 0.419 0.1860
H 0.483 -4.648 -1.303 0.2387
C 2.231 -3.125 -0.805 -0.4655
H 2.076 -2.708 -1.558 0.1747
H 2.896 -4.172 -0.869 0.2328
C 2.743 -2.378 0.363 0.6638
O 3.096 -3.052 1.304 -0.6505
N 2.758 -1.123 0.233 -0.6329
H 2.229 -0.936 -0.629 0.4375
C 3.141 -0.272 1.204 -0.0585
C 2.168 1.093 1.445 -0.3670
C 2.032 1.803 0.011 -0.4157
C 3.352 2.430 0.070 -0.1704
C 3.192 3.349 -1.407 -0.5905
H 2.736 2.855 -2.178 0.1931
H 4.248 3.670 -1.530 0.2059
H 2.363 4.182 -0.994 0.1791
C 4.271 1.253 -0.415 -0.4091
C 4.468 0.268 0.815 -0.3711
H 5.124 -0.332 0.520 0.1848
H 5.055 0.939 1.609 0.1751
H 4.126 0.583 -1.252 0.2167
H 5.470 1.584 -0.660 0.1868
H 3.733 3.112 0.540 0.1983
H 1.489 1.293 -0.616 0.2346
H 1.319 2.646 0.348 0.1897
H 1.184 0.473 1.576 0.2058
H 2.607 1.550 2.174 0.1908
H 3.377 -0.858 2.227 0.2446
H -2.726 -2.856 -0.256 0.1950
H -4.953 -3.304 -0.735 0.1746
H -4.725 -3.657 0.740 0.1752
```


2.
# C20H30N2O5

The molecule C20H30N2O5 (ωB97M-V with the def2-TZVPD basis set, the Open Molecules 2025 dataset).

Summary:
structure (SMILES)	CCOCCCNC(=O)c1ccc(OC2CCN(C(C)=O)CC2)c(OC)c1
maximum force	0.50	eV/Å
ΔE to the lowest compared entry with this formula, charge and spin	2.760	eV
Kohn-Sham gap	0.325	Ha
highest occupied orbital energy	-8.2	eV

XYZ file:
```
57
Properties=species:S:1:pos:R:3:nbo_charge:R:1
C -3.634 6.733 -0.263 -0.6386
C -3.451 5.762 0.902 -0.0621
O -2.519 4.730 0.640 -0.5527
C -1.157 5.102 0.678 -0.0696
C -0.604 5.319 2.095 -0.4416
C -1.062 4.220 3.065 -0.2246
N -0.868 2.899 2.525 -0.6153
C 0.228 2.154 2.796 0.6668
O 1.066 2.497 3.611 -0.6362
C 0.316 0.857 2.065 -0.1500
C -0.264 0.621 0.830 -0.2104
C -0.108 -0.609 0.208 -0.2586
C 0.620 -1.625 0.806 0.2771
O 0.817 -2.873 0.308 -0.4812
C 0.320 -3.224 -0.969 0.1058
C 0.309 -4.753 -1.038 -0.4190
C -0.135 -5.215 -2.424 -0.2271
N 0.719 -4.647 -3.447 -0.4456
C 1.534 -5.463 -4.163 0.6884
C 2.466 -4.800 -5.156 -0.7137
O 1.499 -6.671 -4.030 -0.6291
C 0.724 -3.205 -3.444 -0.2097
C 1.210 -2.678 -2.092 -0.4397
C 1.227 -1.384 2.063 0.2689
O 1.935 -2.424 2.578 -0.4795
C 2.570 -2.242 3.820 -0.2514
C 1.072 -0.152 2.664 -0.2518
H -2.736 7.323 -0.430 0.2034
H -4.454 7.410 -0.043 0.2153
H -3.863 6.182 -1.172 0.2135
H -4.392 5.237 1.091 0.1873
H -3.174 6.315 1.809 0.1600
H -0.975 5.999 0.072 0.1724
H -0.631 4.267 0.208 0.1869
H 0.484 5.320 2.031 0.2214
H -0.921 6.286 2.490 0.2027
H -2.123 4.344 3.294 0.1972
H -0.481 4.284 3.987 0.2353
H -1.523 2.605 1.819 0.4030
H -0.822 1.389 0.313 0.2043
H -0.569 -0.759 -0.756 0.2091
H -0.710 -2.854 -1.093 0.1691
H -0.360 -5.151 -0.276 0.2223
H 1.316 -5.116 -0.829 0.2170
H -0.069 -6.301 -2.507 0.2574
H -1.169 -4.901 -2.611 0.1844
H 1.906 -4.236 -5.898 0.2246
H 3.166 -4.138 -4.650 0.2232
H 3.026 -5.584 -5.659 0.2455
H 1.352 -2.819 -4.243 0.2202
H -0.303 -2.857 -3.619 0.1888
H 1.205 -1.587 -2.091 0.2188
H 2.233 -3.013 -1.910 0.2147
H 3.309 -1.435 3.780 0.1795
H 3.073 -3.183 4.033 0.2004
H 1.847 -2.029 4.614 0.1777
H 1.529 0.076 3.614 0.2449
```


3.
# C20H30N2O8P2RuS3

A structure of composition C20H30N2O8P2RuS3 in a non-equilibrium geometry (ωB97M-V with the def2-TZVPD basis set, the Open Molecules 2025 dataset).

Summary:
spin multiplicity	2
maximum force	2.15	eV/Å
charge	-1
ΔE to the lowest compared entry with this formula, charge and spin	3.045	eV
⟨S²⟩	0.783
Kohn-Sham gap (spin up / spin down)	0.232 / 0.255	Ha
highest occupied orbital energy (spin up / spin down)	-5.0 / -5.0	eV

XYZ file:
```
66
Properties=species:S:1:pos:R:3:nbo_charge:R:1
Ru -0.132 -0.637 0.672 0.9418
C -3.497 -0.778 0.729 -0.4311
N -2.537 -0.028 -0.098 -0.4520
C -2.537 -0.446 -1.502 -0.2363
C -2.029 -1.864 -1.680 -0.2273
N -0.598 -2.020 -1.392 -0.4843
C 0.224 -1.556 -2.517 -0.4481
C -0.326 -3.390 -1.021 0.1986
C 0.040 -4.342 -1.966 -0.2644
C 0.284 -5.656 -1.607 -0.2222
C 0.165 -6.045 -0.281 -0.2102
C -0.228 -5.117 0.663 -0.2041
C -0.481 -3.791 0.308 -0.1839
S -1.035 -2.717 1.569 -0.1172
C -2.871 1.367 0.079 0.0931
C -3.993 1.920 -0.524 -0.1807
C -4.409 3.206 -0.217 -0.2653
C -3.688 3.957 0.700 -0.2099
C -2.563 3.418 1.295 -0.2350
C -2.148 2.114 1.007 -0.1731
S -0.768 1.466 1.838 -0.0137
H -4.509 -0.715 0.308 0.1711
H -3.497 -0.348 1.729 0.2230
H -3.202 -1.820 0.819 0.2396
H -1.896 0.243 -2.053 0.2469
H -3.546 -0.408 -1.935 0.1809
H -2.222 -2.165 -2.719 0.1939
H -2.576 -2.544 -1.026 0.2216
H -0.121 -1.984 -3.467 0.1681
H 1.264 -1.827 -2.350 0.2358
H 0.172 -0.473 -2.605 0.2725
H 0.134 -4.064 -3.007 0.2115
H 0.564 -6.372 -2.369 0.2013
H 0.384 -7.065 0.008 0.2044
H -0.333 -5.396 1.703 0.2204
H -4.572 1.340 -1.231 0.2031
H -5.292 3.612 -0.693 0.2085
H -4.003 4.962 0.951 0.2096
H -1.985 3.990 2.010 0.2204
O 3.962 -1.368 1.745 -0.9959
P 2.409 -1.629 1.431 2.5269
O 2.084 -3.051 1.529 -1.1018
O 1.599 -0.586 2.211 -1.0869
O 2.307 -1.161 -0.150 -1.1044
P 2.362 0.422 -0.629 2.5501
O 2.883 1.185 0.693 -1.0408
O 3.302 0.597 -1.737 -1.1107
O 0.892 0.775 -0.828 -1.1659
H 4.202 -0.448 1.558 0.5059
H 2.359 0.861 1.461 0.5212
C -2.624 3.388 -3.494 -0.6239
C -1.604 3.860 -2.473 -0.6048
S -0.454 2.426 -2.083 1.2884
O -0.299 1.752 -3.399 -1.0186
C 1.017 3.487 -1.856 -0.5850
C 0.912 4.215 -0.527 -0.6358
H -3.272 4.202 -3.826 0.1999
H -3.246 2.601 -3.068 0.2021
H -2.098 2.969 -4.352 0.2361
H -2.076 4.104 -1.521 0.2201
H -1.040 4.716 -2.843 0.2010
H 1.085 4.151 -2.719 0.2060
H 1.863 2.804 -1.856 0.2558
H 0.060 4.896 -0.505 0.1970
H 1.820 4.783 -0.323 0.2148
H 0.787 3.483 0.272 0.2418
```


4.
# C20H30N3O3

The ion C20H30N3O3 with charge +1 (ωB97M-V with the def2-TZVPD basis set, the Open Molecules 2025 dataset).

Summary:
structure (SMILES)	CCOC(=O)c1c(C)n(CCN2CC[NH+](C)CC2)c2ccc(OC)cc12
maximum force	0.87	eV/Å
charge	+1
ΔE to the lowest compared entry with this formula, charge and spin	0.000	eV
Kohn-Sham gap	0.303	Ha
highest occupied orbital energy	-10.3	eV

XYZ file:
```
56
Properties=species:S:1:pos:R:3:nbo_charge:R:1
C 0.637 5.352 0.183 -0.6248
C -0.350 4.199 0.111 -0.0824
O 0.316 2.982 0.464 -0.4728
C 0.285 1.957 -0.355 0.8175
O -0.345 1.950 -1.426 -0.7137
C 0.961 0.774 0.118 -0.2703
C 1.471 -0.220 -0.705 0.3160
C 1.868 -0.091 -2.132 -0.6761
N 1.804 -1.307 0.042 -0.3622
C 1.875 -2.621 -0.528 -0.2125
C 0.430 -3.133 -0.758 -0.2257
N -0.401 -2.093 -1.350 -0.4632
C -1.475 -1.631 -0.484 -0.2311
C -2.462 -0.746 -1.255 -0.2341
N -1.789 -0.032 -2.354 -0.4108
C -2.682 0.946 -2.992 -0.4085
C -1.270 -1.002 -3.346 -0.2239
C -0.884 -2.340 -2.690 -0.2334
C 1.502 -1.048 1.367 0.0782
C 1.629 -1.843 2.494 -0.2097
C 1.269 -1.310 3.716 -0.2954
C 0.778 0.000 3.826 0.3068
O 0.405 0.580 4.993 -0.4884
C 0.573 -0.127 6.201 -0.2550
C 0.640 0.796 2.693 -0.2677
C 1.009 0.272 1.465 0.0169
H 1.434 5.217 -0.543 0.2160
H 0.121 6.284 -0.030 0.2273
H 1.074 5.407 1.175 0.2226
H -1.159 4.338 0.835 0.1934
H -0.771 4.099 -0.894 0.2044
H 1.468 0.828 -2.547 0.2464
H 2.957 -0.039 -2.190 0.2481
H 1.545 -0.937 -2.731 0.2136
H 2.399 -3.296 0.149 0.2272
H 2.425 -2.578 -1.468 0.2147
H 0.461 -4.023 -1.392 0.2104
H 0.014 -3.425 0.211 0.2080
H -2.042 -2.470 -0.046 0.1974
H -1.027 -1.067 0.339 0.2283
H -2.909 -0.020 -0.575 0.2405
H -3.266 -1.348 -1.689 0.2160
H -0.999 0.579 -1.944 0.5068
H -2.959 1.711 -2.271 0.2373
H -3.582 0.458 -3.366 0.2197
H -2.162 1.429 -3.816 0.2347
H -0.412 -0.549 -3.841 0.2296
H -2.043 -1.186 -4.096 0.2226
H -1.746 -3.027 -2.696 0.1826
H -0.094 -2.805 -3.281 0.2302
H 2.007 -2.852 2.438 0.2194
H 1.374 -1.923 4.596 0.2288
H 0.245 0.553 6.985 0.2089
H -0.044 -1.031 6.228 0.1765
H 1.621 -0.393 6.369 0.1807
H 0.275 1.803 2.793 0.2342
```